103
Properties=species:S:1:pos:R:3:forces:R:3:lowdin_charge:R:1 method="wB97M-V/def2-TZVPD" total_energy_ev=-167907.1614 max_force_ev_per_a=0.659 e_homo_ev=-8.03 orbital_gap_ev=7.627
Cd -0.522747 0.030414 -0.186479 -0.2 0.2 -0.3 1.32
Br -1.353913 -2.698742 0.506888 0.0 0.0 0.1 0.73
C -3.087852 -2.008081 0.958758 0.1 0.0 0.0 -0.60
C -3.883963 -2.877034 1.640370 -0.1 0.0 0.0 -0.15
C -5.193073 -2.487600 1.996358 0.0 -0.1 0.0 -0.08
C -5.651791 -1.258431 1.633429 0.0 0.1 0.0 -0.04
C -4.826154 -0.348114 0.926010 0.0 0.0 0.0 -0.17
C -5.323536 0.928693 0.565102 -0.1 0.0 0.0 -0.04
C -4.525918 1.821375 -0.081069 0.1 0.1 -0.1 -0.09
C -3.183475 1.486014 -0.368947 -0.1 0.0 0.0 -0.19
C -2.638326 0.266220 -0.058204 -0.1 -0.3 0.1 -0.26
C -3.482751 -0.689469 0.585227 -0.1 0.0 0.0 -0.27
H -3.517323 -3.861983 1.899641 0.0 0.1 0.0 0.09
H -5.819010 -3.175629 2.552771 0.0 0.0 -0.1 0.11
H -6.661884 -0.950797 1.884446 0.1 0.0 0.0 0.11
H -6.350619 1.177176 0.818778 0.1 0.0 0.0 0.11
H -4.909176 2.796772 -0.360899 0.0 -0.1 0.0 0.11
H -2.566668 2.239809 -0.847764 0.0 0.0 0.0 0.07
C -3.179953 2.176166 -4.925627 0.0 0.0 0.1 -0.53
C -1.935136 2.678820 -4.192083 0.0 -0.2 0.0 -0.52
S -0.940847 1.489194 -3.263510 0.0 -0.1 0.0 0.83
C -0.175082 0.450303 -4.533056 -0.1 0.1 0.0 -0.51
C -1.026259 -0.638145 -5.181292 0.0 -0.1 0.1 -0.53
S -1.718094 -1.935725 -4.118778 0.0 0.1 0.0 0.85
C -3.098483 -1.085181 -3.290350 0.0 -0.1 -0.2 -0.55
C -4.104118 -0.423190 -4.246669 0.1 0.1 0.1 -0.51
S -4.443795 1.340415 -3.924674 0.1 -0.1 0.0 0.87
H -2.917512 1.524709 -5.757460 0.0 0.0 0.0 0.06
H -3.687695 3.043502 -5.352893 0.0 0.0 0.0 0.07
H -2.223834 3.402847 -3.428567 0.0 0.0 0.0 0.07
H -1.276635 3.188517 -4.900432 0.0 0.1 0.0 0.08
H 0.659199 -0.009738 -4.004530 0.1 0.0 -0.1 0.04
H 0.233061 1.107454 -5.307559 0.0 -0.1 0.0 0.08
H -0.393768 -1.195198 -5.876898 0.0 0.0 0.0 0.07
H -1.830593 -0.210736 -5.773855 0.0 0.0 -0.1 0.04
H -2.687462 -0.358301 -2.609380 0.0 0.1 0.2 -0.03
H -3.572613 -1.864826 -2.689187 0.0 0.0 -0.1 0.07
H -5.074097 -0.913888 -4.185622 0.0 0.0 0.0 0.07
H -3.789736 -0.495316 -5.286336 0.0 -0.1 0.0 0.05
N 5.696502 -8.131184 -4.184024 -0.1 0.2 0.1 0.16
C 5.173605 -7.156657 -3.865929 0.0 0.0 0.0 -0.17
C 4.518549 -5.931420 -3.466654 0.1 -0.1 -0.1 -0.23
C 5.111966 -4.701805 -3.734384 0.1 0.0 0.0 -0.01
C 4.485164 -3.528627 -3.354558 0.1 0.1 -0.1 0.00
C 3.266029 -3.575760 -2.693108 -0.1 0.2 0.0 -0.17
C 2.672003 -4.801987 -2.420276 -0.1 0.0 0.1 0.00
C 3.292528 -5.973312 -2.810717 -0.1 -0.1 0.0 -0.01
N 2.626485 -2.369212 -2.293988 0.2 -0.1 0.0 0.00
C 3.226502 -1.129076 -2.100398 -0.1 -0.1 0.0 -0.03
C 2.238133 -0.291151 -1.705899 -0.1 -0.1 -0.1 -0.15
N 1.035552 -0.984889 -1.674273 0.3 0.4 0.4 -0.02
C 1.306682 -2.216657 -2.014385 -0.1 0.0 -0.2 -0.18
H 6.062881 -4.667112 -4.248563 0.0 0.0 0.0 0.13
H 4.942848 -2.578414 -3.594194 0.0 0.0 0.0 0.11
H 1.732564 -4.850469 -1.885451 0.1 0.0 0.0 0.11
H 2.831561 -6.928872 -2.597307 0.0 0.0 0.0 0.13
H 4.284648 -0.967010 -2.215596 -0.1 -0.1 0.0 0.12
H 2.294696 0.744205 -1.403422 -0.1 -0.1 0.0 0.10
H 0.572670 -3.000902 -2.129724 0.1 0.1 0.0 0.10
C 4.369210 -0.348355 2.866870 0.1 0.1 0.0 -0.03
C 2.854805 -0.435487 2.976451 -0.1 0.1 -0.1 -0.64
C 2.309517 -1.346182 1.874407 -0.1 0.2 -0.1 -0.05
C 2.450659 -0.981834 4.339788 -0.1 0.1 0.1 -0.03
O 2.370332 0.910047 2.858428 0.1 -0.2 0.1 -0.11
Si 1.021702 1.507570 2.114092 0.0 -0.1 0.1 -0.02
O 1.027732 1.200058 0.546627 0.2 0.1 0.1 -0.42
O 0.982519 3.096343 2.529027 0.2 0.2 -0.2 -0.11
C 1.950755 4.141094 2.301060 0.0 -0.2 0.1 -0.64
C 2.746376 3.905075 1.016475 -0.1 -0.3 0.0 -0.04
C 1.156301 5.432456 2.193075 -0.1 0.0 0.0 -0.04
C 2.887758 4.186263 3.503637 0.0 -0.1 0.0 -0.03
O -0.336577 0.791884 2.745668 0.1 0.2 0.1 -0.15
C -1.269210 1.186653 3.769111 0.1 0.0 0.0 -0.63
C -0.560409 1.758515 4.999193 0.1 0.0 -0.2 -0.02
C -2.016065 -0.080226 4.152539 0.0 -0.1 0.1 -0.02
C -2.243502 2.210361 3.194898 0.1 0.0 -0.1 -0.01
H 4.827137 -1.332309 3.004536 0.0 0.1 0.0 0.09
H 4.757426 0.332133 3.629277 0.0 -0.1 -0.1 0.09
H 4.648515 0.040310 1.882496 0.0 0.0 0.1 0.09
H 2.764166 -2.336832 1.949454 0.0 0.0 0.0 0.09
H 2.534252 -0.921469 0.891062 0.0 -0.1 0.1 0.06
H 1.223611 -1.454665 1.972377 0.1 0.0 0.0 0.05
H 2.831750 -1.997530 4.482472 0.0 0.1 0.0 0.09
H 1.361395 -1.002953 4.414913 0.0 0.0 0.0 0.07
H 2.842884 -0.338502 5.131572 0.0 -0.1 0.0 0.09
H 2.067650 3.714669 0.181141 0.1 0.1 0.1 0.08
H 3.397755 3.029533 1.125689 -0.1 0.1 0.0 0.08
H 3.363721 4.777154 0.791731 0.0 0.0 0.0 0.09
H 0.452424 5.366445 1.358553 0.1 0.0 0.1 0.09
H 1.820943 6.285939 2.031816 -0.1 -0.1 0.0 0.09
H 0.587659 5.595729 3.111921 0.0 0.0 -0.1 0.09
H 3.344805 3.204370 3.648381 0.0 0.1 0.0 0.08
H 2.332307 4.447704 4.408278 0.0 0.0 -0.1 0.09
H 3.675385 4.929100 3.347564 -0.1 0.0 0.0 0.09
H 0.102258 1.016170 5.449890 0.0 0.0 0.0 0.08
H -1.306875 2.049889 5.741340 0.0 0.0 0.0 0.09
H 0.030890 2.638794 4.733669 -0.1 -0.1 0.0 0.08
H -1.316404 -0.831201 4.534141 -0.1 0.1 0.0 0.09
H -2.534711 -0.493756 3.285009 0.0 0.0 0.0 0.07
H -2.754009 0.136972 4.930542 0.0 0.0 -0.1 0.09
H -1.695519 3.088287 2.841759 -0.1 0.0 0.0 0.09
H -2.958932 2.523821 3.960715 0.0 0.0 -0.1 0.09
H -2.792322 1.775995 2.355548 0.0 0.0 0.1 0.06